Here is C2F4O2S in the gas phase in a non-equilibrium geometry from OMol25. Energies are from ωB97M-V/def2-TZVPD.

Results
**M**: 164.079 g mol⁻¹
**Orbital gap (spin up / spin down)**: 7.39 / 7.77 eV
**LUMO energy (spin up / spin down)**: -0.04060 / -0.12078 Eh
**HOMO level (spin up / spin down)**: -8.495 / -11.056 eV
**Multiplicity**: 3

Each atom is followed by the atoms it is bonded to, with distances in Å.
Positions of all 9 atoms, in Å:
1 C -2.056 0.008 0.023  F5 1.336, F6 1.296, S9 2.005
2 C 1.709 0.255 0.415  F7 1.295, F8 1.306, S9 2.114
3 O 0.364 -0.450 -1.249  S9 1.410
4 O -0.006 -1.948 0.647  S9 1.437
5 F -2.129 0.768 1.120  C1 1.336
6 F -1.999 0.831 -0.976  C1 1.296
7 F 2.699 -0.337 -0.174  C2 1.295
8 F 1.583 1.528 0.149  C2 1.306
9 S -0.164 -0.654 0.043  C1 2.005, C2 2.114, O3 1.410, O4 1.437